# 1
8 unconnected molecules or ions with the total composition C62H61Cl2F7N3OPS in a non-equilibrium geometry. Source: the OMol25 dataset; level of theory: ωB97M-V/def2-TZVPD.

Output
- HOMO-LUMO gap: 7.14 eV
- HOMO level: -8.50 eV
- DFT total energy: -135984.1791 eV
- F_max: 0.1282 Eh/bohr
- Energy relative to the best compared isomer or geometry (same formula, charge and spin): 210.5 kcal/mol

Each line ends with the Löwdin charge.
Atoms and positions in Å:
C1 -2.195 -0.695 -4.097  -0.15
C2 -2.960 0.185 -2.973  -0.27
C3 -1.944 0.861 -1.908  -0.21
C4 -2.757 1.324 -0.570  -0.20
C5 -1.976 2.530 0.178  -0.21
C6 -1.015 1.988 1.381  -0.19
C7 0.373 1.498 0.686  -0.22
C8 1.637 1.550 1.679  -0.16
C9 2.830 0.544 1.260  -0.03
C10 3.396 -0.415 2.364  -0.10
C11 2.846 -0.442 3.880  -0.18
C12 1.699 -1.545 4.130  -0.23
C13 1.900 -2.087 5.643  -0.56
Cl1 1.037 -3.677 5.944  0.52
C14 4.587 -1.393 2.039  -0.32
P1 5.402 -2.599 3.275  0.63
O1 4.123 -3.531 3.989  -0.41
Cl2 6.389 -1.487 4.824  0.13
C15 5.167 -1.358 0.593  -0.01
C16 4.631 -0.416 -0.563  -0.16
N1 5.303 -0.524 -1.829  0.14
C17 4.714 0.422 -2.714  -0.26
N2 5.317 0.502 -4.097  0.07
C18 4.381 -0.034 -4.855  -0.64
S1 3.446 -0.277 -6.223  0.66
C19 3.526 1.381 -2.423  -0.02
N3 2.891 1.440 -1.151  0.09
C20 3.459 0.526 -0.197  -0.11
H1 -2.961 -1.392 -4.614  0.07
H2 -1.403 -1.406 -3.645  0.07
H3 -1.647 -0.022 -4.843  0.07
H4 -3.758 -0.480 -2.480  0.11
H5 -3.483 1.037 -3.549  0.11
H6 -1.106 0.132 -1.643  0.10
H7 -1.496 1.787 -2.431  0.11
H8 -3.848 1.554 -0.811  0.09
H9 -2.762 0.437 0.168  0.11
H10 -1.365 3.086 -0.634  0.10
H11 -2.701 3.334 0.593  0.09
H12 -1.519 1.174 2.002  0.11
H13 -0.741 2.925 1.999  0.11
H14 0.581 2.285 -0.139  0.10
H15 0.261 0.497 0.130  0.11
H16 1.994 2.653 1.720  0.13
H17 1.233 1.333 2.737  0.10
H18 3.737 -0.735 4.548  0.05
H19 2.539 0.616 4.180  0.11
H20 1.820 -2.456 3.427  0.10
H21 0.636 -1.142 3.989  0.11
H22 1.440 -1.291 6.345  0.09
H23 2.991 -2.213 5.946  0.07
H24 3.913 -4.241 3.326  0.05
H25 6.059 -2.051 0.355  0.09
H26 3.129 2.075 -3.248  0.13
F1 -5.087 2.515 1.035  0.05
C21 -5.973 3.443 0.641  -0.28
C22 -5.571 4.435 -0.241  -0.01
C23 -6.490 5.395 -0.654  -0.07
C24 -7.797 5.357 -0.172  -0.10
C25 -8.187 4.359 0.716  -0.08
C26 -7.272 3.393 1.121  -0.02
H27 -4.548 4.453 -0.598  0.11
H28 -6.189 6.171 -1.349  0.08
H29 -8.513 6.108 -0.492  0.10
H30 -9.204 4.333 1.093  0.10
H31 -7.561 2.603 1.805  0.12
F2 3.207 -4.032 -0.237  0.05
C27 4.057 -5.036 -0.514  -0.30
C28 3.736 -6.326 -0.121  -0.02
C29 4.614 -7.366 -0.411  -0.08
C30 5.808 -7.101 -1.080  -0.09
C31 6.120 -5.800 -1.464  -0.07
C32 5.236 -4.764 -1.184  -0.02
H32 2.807 -6.510 0.407  0.12
H33 4.370 -8.380 -0.116  0.10
H34 6.492 -7.909 -1.301  0.09
H35 7.052 -5.593 -1.982  0.11
H36 5.458 -3.746 -1.484  0.10
F3 -2.340 -1.131 6.504  0.06
C33 -2.458 -1.712 7.709  -0.29
C34 -3.362 -1.199 8.626  -0.02
C35 -3.488 -1.803 9.873  -0.09
C36 -2.700 -2.906 10.192  -0.10
C37 -1.792 -3.410 9.265  -0.08
C38 -1.674 -2.813 8.014  -0.03
H37 -3.961 -0.334 8.363  0.11
H38 -4.198 -1.414 10.596  0.10
H39 -2.795 -3.374 11.167  0.10
H40 -1.176 -4.267 9.517  0.11
H41 -0.978 -3.197 7.276  0.03
F4 -4.981 7.283 -2.897  0.05
C39 -5.732 8.307 -3.336  -0.29
C40 -7.112 8.169 -3.382  -0.02
C41 -7.890 9.231 -3.831  -0.07
C42 -7.280 10.415 -4.239  -0.08
C43 -5.894 10.540 -4.193  -0.07
C44 -5.116 9.483 -3.734  -0.02
H42 -7.568 7.237 -3.068  0.11
H43 -8.970 9.136 -3.864  0.11
H44 -7.888 11.241 -4.594  0.07
H45 -5.420 11.462 -4.515  0.10
H46 -4.036 9.566 -3.683  0.12
F5 -9.187 12.510 -5.724  0.05
C45 -8.354 13.462 -6.177  -0.29
C46 -8.285 13.715 -7.538  -0.01
C47 -7.426 14.704 -8.006  -0.08
C48 -6.638 15.421 -7.108  -0.10
C49 -6.712 15.155 -5.744  -0.08
C50 -7.579 14.173 -5.274  -0.02
H47 -8.899 13.141 -8.222  0.12
H48 -7.370 14.915 -9.068  0.11
H49 -5.965 16.190 -7.475  0.10
H50 -6.095 15.712 -5.047  0.11
H51 -7.656 13.959 -4.214  0.12
F6 6.858 -8.590 -3.148  0.04
C51 7.708 -9.593 -3.425  -0.28
C52 7.388 -10.883 -3.034  -0.02
C53 8.266 -11.923 -3.324  -0.08
C54 9.459 -11.657 -3.993  -0.10
C55 9.772 -10.356 -4.377  -0.08
C56 8.890 -9.318 -4.096  -0.02
H52 6.459 -11.069 -2.507  0.12
H53 8.022 -12.938 -3.030  0.10
H54 10.145 -12.468 -4.216  0.10
H55 10.703 -10.151 -4.894  0.11
H56 9.113 -8.301 -4.395  0.12
F7 5.706 -8.972 1.643  0.05
C57 5.018 -9.156 2.781  -0.28
C58 4.973 -10.417 3.354  -0.02
C59 4.263 -10.605 4.536  -0.08
C60 3.599 -9.532 5.126  -0.10
C61 3.647 -8.271 4.538  -0.08
C62 4.365 -8.080 3.362  -0.02
H57 5.489 -11.242 2.877  0.12
H58 4.228 -11.587 4.997  0.10
H59 3.042 -9.681 6.046  0.10
H60 3.126 -7.437 4.997  0.10
H61 4.422 -7.103 2.896  0.10

---

# 2
A molecular structure, CH2NO2P in a non-equilibrium geometry. Source: the OMol25 dataset; level of theory: ωB97M-V/def2-TZVPD.

Output
- HOMO-LUMO gap: 9.84 eV
- HOMO level: -9.88 eV
- DFT total energy: -15943.1565 eV
- F_max: 0.0614 Eh/bohr
- Energy relative to the best compared isomer or geometry (same formula, charge and spin): 8.9 kcal/mol

Each line ends with the Löwdin charge.
Atoms and positions in Å:
C1 -0.486 -0.875 0.226  -0.42
N1 -0.841 0.397 0.339  -0.16
O1 -1.181 -1.586 -0.559  -0.10
O2 -3.369 -0.278 0.637  -0.46
P1 -2.491 0.315 -0.377  0.86
H1 0.324 -1.199 0.836  0.12
H2 -0.355 1.123 1.006  0.16

---

# 3
A molecular structure, Cl5NaO20 in a non-equilibrium geometry. Source: the OMol25 dataset; level of theory: ωB97M-V/def2-TZVPD.

Output
- HOMO-LUMO gap: 7.72 eV
- HOMO level: 0.24 eV
- DFT total energy: -107940.7737 eV
- F_max: 0.0400 Eh/bohr
- Total charge: -4
- Energy relative to the best compared isomer or geometry (same formula, charge and spin): 0.0 kcal/mol

Each line ends with the Löwdin charge.
Atoms and positions in Å:
Na1 -0.155 -0.098 0.020  0.58
Cl1 -3.096 1.886 -1.834  0.61
O1 -2.541 1.271 -0.641  -0.36
O2 -3.489 0.932 -2.818  -0.38
O3 -4.303 2.592 -1.419  -0.42
O4 -2.180 2.816 -2.404  -0.36
Cl2 -2.771 -2.355 2.032  0.63
O5 -3.166 -1.901 3.334  -0.39
O6 -1.413 -1.981 1.748  -0.35
O7 -2.870 -3.814 2.019  -0.42
O8 -3.660 -1.848 1.007  -0.38
Cl3 2.178 -1.731 -2.610  0.65
O9 2.911 -0.872 -3.520  -0.40
O10 0.952 -1.105 -2.127  -0.38
O11 1.833 -2.948 -3.328  -0.41
O12 3.018 -2.008 -1.456  -0.37
Cl4 1.219 3.938 -0.428  0.62
O13 0.166 4.412 0.421  -0.38
O14 0.997 4.353 -1.783  -0.39
O15 2.464 4.505 0.049  -0.41
O16 1.238 2.481 -0.410  -0.36
Cl5 2.529 -1.706 2.824  0.62
O17 1.719 -1.981 4.011  -0.40
O18 2.879 -2.904 2.160  -0.37
O19 1.771 -0.863 1.933  -0.36
O20 3.770 -1.071 3.221  -0.41

---

# 4
A molecular structure, C6H8O4 in a non-equilibrium geometry. Source: the OMol25 dataset; level of theory: ωB97M-V/def2-TZVPD.

Output
- HOMO-LUMO gap: 9.93 eV
- HOMO level: -10.36 eV
- DFT total energy: -14535.3384 eV
- F_max: 0.2469 Eh/bohr
- Energy relative to the best compared isomer or geometry (same formula, charge and spin): 153.3 kcal/mol

Each line ends with the Löwdin charge.
Atoms and positions in Å:
C1 -3.664 2.015 0.194  -0.03
C2 -1.473 1.155 0.221  -0.58
C3 -0.655 -0.044 -0.157  0.02
C4 0.663 0.013 0.165  0.02
C5 1.494 -1.134 -0.288  -0.47
C6 3.653 -1.956 -0.090  -0.17
H1 -3.834 1.931 1.114  -0.02
H2 -4.815 1.809 -0.372  0.17
H3 -3.018 2.908 -0.431  0.18
H4 -1.133 -1.222 -0.717  0.24
H5 0.607 0.893 0.969  0.17
H6 4.595 -1.506 0.055  0.04
H7 3.714 -3.109 0.744  0.18
H8 3.347 -2.335 -1.293  0.16
O1 -2.726 1.029 -0.270  -0.10
O2 -1.131 2.051 0.858  0.15
O3 1.090 -2.098 -0.833  0.12
O4 2.820 -0.940 0.203  -0.09

---

# 5
A single C4H6N2O molecule. Source: the OMol25 dataset; level of theory: ωB97M-V/def2-TZVPD.

Output
- HOMO-LUMO gap: 9.23 eV
- HOMO level: -8.32 eV
- DFT total energy: -9272.4362 eV
- F_max: 0.0062 Eh/bohr
- Energy relative to the best compared isomer or geometry (same formula, charge and spin): 24.6 kcal/mol

Each line ends with the Löwdin charge.
Atoms and positions in Å:
C1 2.293 0.258 -0.219  -0.09
O1 1.282 -0.631 -0.657  -0.09
C2 0.032 -0.275 -0.285  -0.41
C3 -0.908 -1.143 0.195  -0.03
N1 -2.029 -0.363 0.389  0.04
C4 -1.701 0.905 0.038  -0.20
N2 -0.457 0.999 -0.376  0.13
H1 2.226 1.222 -0.730  0.08
H2 3.242 -0.226 -0.451  0.09
H3 2.217 0.414 0.862  0.09
H4 -0.861 -2.199 0.407  0.12
H5 -2.924 -0.680 0.725  0.15
H6 -2.410 1.720 0.102  0.12

---

# 6
2 unconnected molecules or ions with the total composition C4H10ClNO in a non-equilibrium geometry. Source: the OMol25 dataset; level of theory: ωB97M-V/def2-TZVPD.

Output
- HOMO-LUMO gap: 10.90 eV
- HOMO level: -10.30 eV
- DFT total energy: -20366.9572 eV
- F_max: 0.2571 Eh/bohr
- Energy relative to the best compared isomer or geometry (same formula, charge and spin): 93.6 kcal/mol

Each line ends with the Löwdin charge.
Atoms and positions in Å:
C1 1.238 -0.887 -0.579  -0.11
C2 -0.109 -1.292 1.664  -0.09
C3 -0.104 -1.152 0.043  -0.30
C4 -1.024 2.217 -0.953  -0.91
N1 -1.227 2.016 0.216  0.11
O1 0.178 2.434 -1.629  -0.02
Cl1 -2.305 2.513 -2.112  0.68
H1 1.577 -0.030 -0.164  0.01
H2 0.914 -0.983 -1.631  0.08
H3 2.034 -1.769 -0.415  0.13
H4 0.954 -1.183 2.031  0.07
H5 -0.643 -0.463 2.225  0.07
H6 -0.493 -2.293 1.965  0.06
H7 -0.531 -2.160 -0.379  0.14
H8 -0.782 -0.577 0.113  -0.07
H9 -0.614 1.373 0.740  0.07
H10 0.936 2.234 -1.137  0.06